No. 1
{
  "formula": "C6H35N2O9",
  "method": "ωB97M-V/def2-TZVPD",
  "elements": ["N", "C", "C", "C", "N", "C", "C", "C", "H", "H", "H", "H", "H", "H", "H", "H", "H", "H", "H", "H", "H", "H", "H", "H", "H", "H", "H", "O", "H", "H", "O", "H", "H", "O", "H", "H", "O", "H", "H", "O", "H", "H", "O", "H", "H", "O", "H", "H", "O", "H", "H", "O"],
  "xyz": [[0.590550, 0.835280, 2.137120], [-0.509645, -0.170809, 1.909907], [-1.444778, -0.174128, 3.058706], [-1.266072, 0.243086, 0.587861], [-0.575105, 0.263859, -0.646731], [0.220910, 1.444080, -1.085430], [-0.669518, 2.593021, -1.625622], [-0.146898, -1.026682, -1.117332], [0.183731, 1.735569, 2.412795], [0.984523, 0.860299, 1.197803], [1.416876, 0.483363, 2.667124], [-0.184880, -1.224508, 1.761846], [-1.028392, -0.613164, 3.996721], [-1.801592, 0.869174, 3.262501], [-2.324761, -0.828870, 3.065981], [-1.830229, 1.149887, 0.788756], [-2.233110, -0.295177, 0.478008], [0.961344, 1.280560, -1.873754], [0.651851, 1.797179, -0.122155], [-0.035900, 3.513957, -1.743413], [-1.029460, 2.289160, -2.607906], [-1.450636, 2.850863, -0.939841], [0.365604, -1.809447, -0.547700], [0.652235, -0.918717, -1.867232], [-1.081037, -1.632869, -1.387303], [3.197140, -0.770115, 1.268323], [3.345052, 0.726707, 1.821445], [2.977616, -0.150082, 1.967671], [-4.260768, -2.013372, 0.067774], [-3.947164, -2.319534, -1.433554], [-4.034798, -1.620586, -0.781530], [-1.621163, 4.117004, 2.272711], [-1.346125, 3.036439, 1.312826], [-1.130386, 3.284716, 2.224956], [-4.575012, 2.332409, -0.268388], [-4.311157, 0.807573, -0.124105], [-3.884231, 1.665836, -0.222124], [4.272716, 2.244487, -0.179576], [3.561339, 0.884788, -0.126648], [3.634622, 1.737811, 0.330644], [0.917737, -4.816197, -0.839280], [0.723586, -4.417762, -2.277078], [0.939706, -4.031611, -1.411390], [4.497328, -0.943211, -1.856577], [3.536088, -1.790666, -0.927977], [3.921734, -0.882609, -1.086251], [-2.518453, 0.330521, -2.459409], [-3.429473, 0.250467, -3.763365], [-2.535916, 0.221593, -3.417053], [3.768499, -3.637193, 0.447120], [2.817951, -4.044884, -0.762106], [3.334656, -3.329011, -0.356453]],
  "forces_ev_per_a": [[-0.063, -1.516, -0.664], [-1.497, -1.246, -1.271], [-0.964, 0.489, 2.633], [-1.195, 0.477, 0.970], [1.176, -0.330, -0.892], [-1.372, 1.018, 1.755], [1.719, 0.116, -0.249], [-0.759, -1.732, -1.113], [0.192, 0.073, 0.099], [0.372, 0.764, 0.027], [-0.707, 0.149, 0.098], [0.876, 0.995, 0.069], [0.499, 0.833, -0.514], [0.198, -0.870, 0.024], [0.016, 0.221, -1.220], [0.679, 0.973, -0.044], [0.976, -0.974, 0.138], [0.031, -0.735, 0.641], [0.674, 0.519, -1.194], [-0.479, -0.822, 0.000], [-0.403, 0.204, 0.137], [-0.759, -0.041, 0.189], [0.144, 0.690, 1.585], [-1.064, 0.096, -0.582], [1.262, 0.840, -0.608], [0.419, 0.320, -0.204], [0.733, -0.023, -0.691], [-0.670, -0.766, 1.162], [-0.031, -0.321, -0.260], [-0.065, -0.167, 0.086], [0.070, 0.589, 0.256], [0.259, 0.026, 0.557], [0.134, -0.217, 0.074], [-0.338, 0.123, -0.724], [-0.163, -0.151, -0.031], [-0.183, 0.062, -0.174], [0.290, 0.064, 0.092], [0.032, 0.074, 0.057], [0.244, 0.015, -0.385], [-0.170, 0.100, -0.121], [-0.255, 0.304, -0.002], [0.045, 0.361, 0.163], [-0.040, -1.012, -0.264], [-0.095, -0.084, 0.155], [0.658, 0.768, -0.317], [-0.573, -0.226, 0.239], [-0.470, 0.054, -0.040], [-0.161, 0.102, 0.445], [0.671, -0.161, -0.296], [-0.027, -0.184, -0.238], [0.107, 0.445, 0.191], [0.030, -0.288, 0.258]],
  "molar_mass_g_mol": 279.35,
  "charge": 1,
  "homo_ev": -10.857,
  "homo_lumo_gap_ev": 8.567,
  "relative_energy_kj_mol": 314.6,
  "energy_ha": -1036.00461,
  "lumo_energy_ev": -2.29
}



No. 2
{
  "formula": "C18H12BrF3N3PdS",
  "method": "ωB97M-V/def2-TZVPD",
  "elements": ["Pd", "Br", "C", "C", "C", "C", "C", "C", "N", "C", "C", "C", "C", "C", "C", "N", "H", "H", "H", "H", "H", "H", "H", "H", "H", "F", "C", "F", "F", "C", "C", "C", "C", "N", "C", "S", "H", "H", "H"],
  "xyz": [[-0.104367, -0.088805, -0.000084], [6.140234, -4.547435, 0.000111], [4.879749, -3.150071, 0.000034], [3.524414, -3.442959, 0.000021], [2.607675, -2.415267, -0.000026], [2.986105, -1.068579, -0.000083], [4.370937, -0.806802, -0.000124], [5.296571, -1.824536, -0.000051], [2.013546, -0.055594, -0.000096], [2.412242, 1.177265, -0.000089], [1.485666, 2.257574, -0.000038], [1.888408, 3.595512, 0.000034], [0.942005, 4.593775, 0.000112], [-0.402605, 4.240230, 0.000111], [-0.730560, 2.898597, 0.000028], [0.176282, 1.927667, -0.000035], [3.189984, -4.470681, 0.000080], [1.566904, -2.668723, -0.000045], [4.758006, 0.201999, -0.000137], [6.352978, -1.595084, -0.000019], [3.467921, 1.407999, -0.000133], [2.946467, 3.822907, 0.000046], [1.229474, 5.636129, 0.000188], [-1.177735, 4.992080, 0.000177], [-1.763154, 2.592229, 0.000024], [-4.773976, -4.261980, 0.000112], [-3.524728, -3.784711, 0.000060], [-2.900427, -4.272047, -1.085200], [-2.900367, -4.271964, 1.085323], [-3.517211, -2.276851, -0.000006], [-4.685520, -1.542648, -0.000028], [-4.600849, -0.155298, -0.000072], [-3.363025, 0.446456, -0.000093], [-2.224906, -0.251881, -0.000081], [-2.291645, -1.598438, 0.000007], [-0.711471, -2.294446, 0.000091], [-5.643181, -2.044513, -0.000012], [-5.492397, 0.454070, -0.000083], [-3.295443, 1.523822, -0.000125]],
  "forces_ev_per_a": [[-0.848, -0.306, 0.000], [-0.053, 0.128, 0.000], [-0.186, -0.071, 0.000], [0.393, -0.136, 0.000], [-0.338, 0.646, 0.000], [1.104, -1.338, 0.000], [-0.389, 0.248, 0.000], [0.172, -0.175, 0.000], [-0.437, 1.410, 0.000], [0.383, -1.410, 0.000], [-0.912, 1.408, 0.000], [0.445, -0.741, 0.000], [-0.582, 0.218, 0.000], [0.457, 0.175, 0.000], [-0.226, -0.121, 0.000], [0.521, 0.399, 0.000], [-0.025, 0.016, 0.000], [-0.131, -0.046, 0.000], [0.099, -0.102, 0.000], [-0.012, 0.028, 0.000], [-0.066, 0.178, 0.000], [-0.021, 0.030, 0.000], [0.055, -0.019, 0.000], [-0.040, -0.038, 0.000], [0.020, -0.027, 0.000], [0.026, 0.012, 0.000], [-0.005, -0.066, 0.000], [-0.056, 0.026, 0.145], [-0.056, 0.026, -0.145], [0.094, 0.067, 0.000], [0.270, -0.058, 0.000], [-0.113, 0.114, 0.000], [-0.028, 0.238, 0.000], [0.546, -0.670, 0.000], [-0.328, -0.069, 0.000], [0.226, 0.011, 0.000], [0.003, 0.006, 0.000], [0.030, 0.023, 0.000], [0.007, -0.013, 0.000]],
  "molar_mass_g_mol": 545.70,
  "charge": 1,
  "homo_ev": -11.448,
  "homo_lumo_gap_ev": 6.648,
  "energy_ha": -4256.91156,
  "lumo_energy_ev": -4.80
}



No. 3
{
  "formula": "C20H18N6O4S2",
  "method": "ωB97M-V/def2-TZVPD",
  "elements": ["O", "O", "O", "O", "N", "N", "N", "S", "C", "C", "C", "C", "C", "C", "C", "C", "C", "C", "C", "C", "C", "C", "C", "C", "C", "N", "N", "N", "C", "C", "C", "S", "H", "H", "H", "H", "H", "H", "H", "H", "H", "H", "H", "H", "H", "H", "H", "H", "H", "H"],
  "xyz": [[-1.777909, -3.130890, 1.783266], [-1.271730, -1.853223, -2.110458], [-0.886937, 5.197548, 1.697424], [-0.813137, 5.423306, -0.721439], [-2.016871, -5.781278, -1.287557], [2.771691, 3.408208, 0.304320], [3.775939, 3.016835, -1.808605], [-2.778817, -7.762638, 0.421046], [-1.938608, -3.913154, 0.841098], [-1.347327, -2.109720, -0.915235], [-2.287524, -6.116564, -0.037131], [-1.729933, -4.450283, -1.530571], [-3.093176, -7.192886, 2.040890], [-1.734314, -3.460430, -0.542591], [-2.765842, -5.848670, 2.226206], [3.628596, 2.775299, -0.490537], [2.112572, 4.399895, -0.228328], [3.116353, 4.032327, -2.351566], [2.276044, 4.786346, -1.544433], [-0.611494, 0.948684, -1.078610], [-0.880812, 0.784085, 1.319918], [-0.385024, 2.328274, -0.996074], [-0.656254, 2.186532, 1.454046], [-0.871067, 0.195913, 0.049939], [-0.453349, 2.924354, 0.279877], [-2.299431, -5.248404, 1.054411], [-1.072340, -1.199960, 0.068379], [1.363180, 5.017544, 0.676369], [-3.115667, -5.177034, 3.547832], [4.309776, 1.577793, 0.024039], [3.320000, 4.355633, -3.817353], [-0.287200, 4.720494, 0.443603], [-1.465154, -4.229431, -2.559398], [-3.492418, -7.845830, 2.825504], [1.755018, 5.664123, -1.897263], [-0.588393, 0.524442, -2.095869], [-1.102764, 0.182307, 2.212465], [-0.236225, 2.929170, -1.882037], [-0.715805, 2.692220, 2.426806], [-1.215186, -1.597561, 0.985164], [1.568400, 4.652754, 1.570852], [-2.257936, -4.623233, 3.942106], [-3.925652, -4.443413, 3.410135], [-3.461911, -5.882771, 4.298677], [3.814425, 0.687490, -0.320132], [4.280102, 1.588569, 1.112662], [5.347151, 1.582374, -0.301987], [2.518164, 3.878139, -4.406561], [3.293800, 5.427528, -3.906754], [4.285000, 3.979186, -4.186544]],
  "forces_ev_per_a": [[-0.429, -1.048, 0.275], [0.052, 0.314, 0.140], [1.087, -1.574, -1.150], [1.534, -1.589, 0.486], [0.130, 0.706, 1.133], [1.757, -1.545, 0.117], [0.581, -0.314, 0.352], [0.266, 1.479, 0.117], [0.589, 2.305, -0.108], [0.370, 1.665, -1.399], [-0.183, -0.001, -0.938], [-0.280, -0.551, 1.192], [0.847, 2.075, 0.194], [-0.162, -3.367, 0.472], [-1.561, -2.847, 1.249], [-1.051, -0.109, -1.449], [2.493, -0.670, -2.147], [0.043, -0.001, 0.311], [-0.612, 0.594, -0.323], [0.331, 0.854, -1.754], [0.184, 1.860, 0.429], [-0.589, -0.399, 1.482], [-0.449, -1.227, -0.590], [0.164, -0.898, 0.611], [0.267, 0.545, -0.189], [-0.194, -0.827, -1.205], [-0.319, -0.277, 0.142], [-3.720, 2.160, 0.202], [0.451, 0.988, -0.715], [0.826, 0.251, 0.958], [0.033, -0.795, 0.460], [-2.856, 2.631, 1.327], [-0.135, 0.178, 0.188], [0.260, 0.388, -0.533], [-0.068, -0.006, -0.134], [-0.078, -0.144, 0.884], [0.180, 0.282, -0.480], [0.027, -0.017, 0.025], [0.057, -0.292, -0.520], [-0.034, -0.022, 0.298], [0.294, -0.329, 1.371], [-0.172, -0.095, -0.040], [0.305, -0.163, -0.089], [0.145, -0.313, -0.278], [-0.160, -0.403, -0.291], [0.013, -0.085, 0.000], [0.017, -0.219, -0.105], [0.265, 0.370, 0.144], [-0.168, 0.417, -0.408], [-0.350, 0.067, 0.284]],
  "molar_mass_g_mol": 470.54,
  "homo_ev": -8.864,
  "homo_lumo_gap_ev": 8.173,
  "relative_energy_kj_mol": 115.8,
  "energy_ha": -2198.83868,
  "lumo_energy_ev": -0.69
}



No. 4
{
  "formula": "C35H32BrN4O6P2S2V",
  "method": "ωB97M-V/def2-TZVPD",
  "elements": ["V", "O", "C", "O", "C", "O", "O", "C", "N", "P", "C", "C", "C", "C", "C", "C", "C", "C", "C", "C", "C", "C", "P", "C", "C", "C", "C", "C", "C", "C", "C", "C", "C", "C", "C", "H", "H", "H", "H", "H", "H", "H", "H", "H", "H", "H", "H", "H", "H", "H", "H", "H", "H", "H", "H", "H", "H", "H", "Br", "C", "C", "C", "C", "C", "N", "H", "H", "H", "H", "O", "N", "O", "S", "C", "N", "C", "C", "S", "H", "H", "H", "H", "H"],
  "xyz": [[1.528971, -0.045339, 1.643457], [0.489561, -2.236919, 4.992738], [0.959489, -1.519529, 4.087926], [0.463413, -1.459078, 2.883816], [2.279592, -0.648010, 4.376418], [2.840065, -0.775802, 5.444637], [2.782110, 0.088635, 3.347003], [-2.097202, -1.741296, 1.489962], [-2.005422, -0.583574, 0.535218], [-3.109441, 0.676987, 1.082647], [-4.718614, -0.217704, 0.750213], [-5.848041, 0.361063, 1.311862], [-7.135586, -0.136039, 1.081553], [-7.272525, -1.260389, 0.246719], [-6.164264, -1.851491, -0.295933], [-4.880845, -1.390140, 0.002329], [-3.315519, 1.965782, -0.209196], [-2.986773, 3.271001, 0.158648], [-3.032485, 4.291659, -0.779188], [-3.335989, 4.022129, -2.094431], [-3.681632, 2.717872, -2.461533], [-3.643258, 1.699180, -1.541754], [-0.480692, -0.481043, -0.199233], [-0.475914, -2.041022, -1.140121], [0.723717, -2.720575, -1.376154], [0.745419, -3.855163, -2.149992], [-0.433028, -4.411430, -2.607873], [-1.644427, -3.824633, -2.225851], [-1.656052, -2.596440, -1.604998], [-0.555884, 0.755950, -1.583765], [-1.073381, 0.418029, -2.853272], [-0.943097, 1.262836, -3.933499], [-0.215349, 2.453729, -3.825428], [0.350219, 2.762690, -2.584947], [0.154092, 1.948230, -1.478199], [-1.212786, -2.390170, 1.431360], [-3.054721, -2.297465, 1.292456], [-2.134776, -1.484293, 2.544406], [-5.778919, 1.230647, 2.004262], [-7.965272, 0.354007, 1.565530], [-8.255601, -1.579526, -0.029617], [-6.269111, -2.711841, -0.952664], [-4.062802, -1.918362, -0.416949], [-2.606610, 3.483769, 1.146134], [-2.752814, 5.316182, -0.575024], [-3.325613, 4.797656, -2.855465], [-3.819156, 2.525798, -3.518080], [-3.813236, 0.702832, -1.887958], [1.669712, -2.320568, -1.084091], [1.675385, -4.367882, -2.318951], [-0.512302, -5.335549, -3.171140], [-2.560708, -4.299089, -2.475027], [-2.598282, -2.119841, -1.323374], [-1.719196, -0.438596, -2.992398], [-1.370926, 1.024242, -4.914403], [-0.070628, 3.121078, -4.704526], [0.900212, 3.725169, -2.435518], [0.571069, 2.334358, -0.579683], [2.886417, 0.394691, -2.072279], [3.523216, 1.388239, -0.607736], [4.671452, 2.038046, -0.879182], [5.279919, 2.884353, 0.001760], [4.680249, 2.999601, 1.238767], [3.586991, 2.207320, 1.492701], [2.957428, 1.418866, 0.599861], [5.143999, 1.939103, -1.827001], [6.194193, 3.418545, -0.251986], [5.040253, 3.643325, 1.982198], [3.122549, 2.191422, 2.468355], [-0.331527, 3.678978, 2.245090], [0.527237, 2.866267, 1.866805], [0.183947, 1.591387, 1.993198], [3.187103, -2.533207, 1.189101], [4.763250, -2.247845, 1.572930], [5.761806, -3.123612, 1.376749], [7.067520, -2.815864, 1.961553], [7.120885, -1.265728, 1.988416], [5.381902, -0.777561, 2.335557], [5.579198, -4.004136, 0.950105], [7.913670, -3.236333, 1.338507], [7.053466, -3.131057, 3.024901], [7.388985, -0.878330, 1.022543], [7.771746, -0.899178, 2.750030]],
  "forces_ev_per_a": [[-0.616, -0.276, 0.719], [1.045, 1.368, -1.365], [-1.050, -0.995, 0.619], [1.268, 0.989, 0.161], [0.928, 0.228, -1.193], [-0.210, 0.285, -0.311], [-1.781, -1.244, 0.875], [-0.717, -0.506, -0.283], [-0.781, 0.071, 0.239], [-0.276, -0.526, 0.640], [0.539, -0.237, -0.130], [-1.019, 0.618, 0.814], [1.148, -0.556, -0.392], [-0.553, 1.399, 0.515], [0.782, -0.530, -0.033], [-1.091, 0.907, -0.021], [0.724, -0.260, -0.333], [0.035, -0.151, 0.030], [0.225, 0.515, -0.471], [-0.617, -0.611, -0.225], [0.586, 0.685, -0.506], [-0.111, 0.410, 0.299], [1.062, 0.565, 0.335], [0.449, -0.023, -0.229], [-0.470, 0.777, -0.403], [-0.095, -0.801, -0.228], [-1.103, -0.149, 0.508], [0.826, 0.224, -0.742], [-0.460, -0.178, 0.909], [-0.127, -0.506, -0.440], [-0.424, 0.271, 0.570], [0.475, 0.689, -0.856], [0.409, 0.098, 0.077], [-0.192, 1.244, -0.522], [-0.370, 0.159, -0.676], [-0.374, 0.172, -0.246], [1.131, 0.225, 0.009], [0.127, 0.662, 0.068], [0.274, -0.608, -0.696], [-0.258, -0.082, -0.111], [-0.430, -0.365, -0.003], [-0.031, 0.064, 0.111], [0.577, -0.102, -0.158], [-0.077, -0.091, 0.255], [0.076, -0.049, 0.557], [0.044, -0.010, 0.175], [-0.263, -0.226, 0.020], [-0.208, -0.603, 0.070], [0.327, 0.331, 0.542], [0.315, 0.005, -0.190], [0.460, 0.021, 0.054], [-0.706, -0.334, -0.306], [0.462, -0.137, -0.341], [0.298, -0.293, 0.176], [0.014, -0.124, 0.490], [-0.166, -0.583, 0.790], [-0.459, -0.975, -0.240], [0.202, -0.303, 0.956], [-0.366, -0.625, 0.162], [-0.713, -0.562, 0.824], [1.801, 0.942, -1.333], [0.070, 0.375, 0.929], [-0.072, -0.567, -0.820], [-1.243, -0.099, 0.591], [0.496, -0.439, -0.522], [0.015, -0.256, -0.734], [-0.246, -0.111, -0.019], [0.465, 0.696, 1.004], [0.080, 0.040, 0.089], [1.262, -1.543, -0.696], [-1.488, -0.410, 0.755], [0.435, 1.575, -0.149], [-0.203, 0.304, -0.062], [0.152, 0.336, 0.151], [0.805, 0.498, 0.042], [0.169, 0.706, 0.011], [-1.098, -1.143, -0.412], [0.101, -0.232, -0.030], [-0.292, -0.456, -0.128], [-1.016, 0.224, 0.925], [0.436, -0.311, -0.585], [0.279, 0.241, -0.429], [0.398, 0.266, 0.504]],
  "molar_mass_g_mol": 861.59,
  "charge": -1,
  "homo_ev": [-4.375, -5.074],
  "homo_lumo_gap_ev": [6.242, 6.939],
  "energy_ha": -7020.58644,
  "lumo_energy_ev": [1.87, 1.86],
  "multiplicity": 4,
  "s_squared": 3.758
}